1.
Molecular formula: C42H45F18N3O18
Method: DFT, the ωB97M-V functional and the def2-TZVPD basis

The geometry in XYZ format:
```
126
Properties=species:S:1:pos:R:3:forces:R:3
F -2.360 0.251 0.386 -0.511 0.555 0.248
F -7.491 -2.002 1.199 -1.252 -0.016 0.164
F -6.970 3.741 5.652 -0.241 0.550 -0.031
F -0.360 0.901 1.087 -0.878 0.093 -0.178
F -5.403 -1.903 1.521 0.071 -0.273 -0.556
F -0.764 -6.473 1.973 -0.409 0.310 -0.395
F -0.836 -1.194 0.860 -0.281 0.540 -0.556
F 2.447 -4.595 -2.283 -0.094 -1.122 0.075
F -5.789 3.109 7.331 -0.268 -0.621 0.656
F -6.217 -3.083 -0.144 0.294 -1.686 -0.214
F 1.224 -3.048 -1.499 -0.500 -0.733 -0.638
F -4.990 4.629 6.105 -0.323 0.703 -0.434
F -2.747 -5.796 1.276 1.022 0.102 -0.209
F 1.039 5.955 -5.319 -0.093 0.236 -0.083
F 0.298 -5.013 -1.774 1.007 0.138 -0.467
F 1.251 3.823 -5.328 -0.512 -0.640 0.057
F 3.002 5.025 -4.928 -1.114 0.121 -0.523
F -0.943 -4.491 1.045 -0.468 -1.009 -0.118
O 2.439 5.375 -2.405 0.430 0.566 -0.194
O -5.286 2.851 3.920 0.097 -1.417 -0.444
O 1.290 -4.425 -4.676 0.067 0.040 -0.004
O 3.431 -4.712 0.563 0.724 -0.194 -1.056
O 0.718 -0.146 -1.082 0.667 -0.319 0.671
O -4.280 1.706 5.554 1.750 -2.317 1.064
O 0.057 -2.773 -3.824 -0.438 1.237 0.850
O 0.429 4.428 -2.642 -0.031 0.312 -0.383
O 1.206 6.464 1.594 -1.026 1.968 -0.277
O -2.230 -3.472 3.065 0.552 -0.733 -0.815
O -7.172 -0.549 -1.130 -2.794 1.377 -2.437
O 5.165 1.098 -2.228 0.186 -0.975 0.663
O 3.045 -5.961 2.285 0.471 0.067 -0.594
O -1.264 0.496 -1.992 0.656 -0.382 0.367
O -1.795 -5.334 4.225 0.168 -0.707 0.241
O 4.183 -0.393 -1.012 0.338 0.174 0.227
O -4.961 -0.409 -0.516 -2.066 0.532 -1.805
O 0.764 5.143 3.237 -0.650 0.208 0.792
N 3.062 -4.889 1.690 -0.751 -1.493 1.373
N 1.373 5.482 2.257 0.786 -0.764 -0.264
N 5.131 -0.003 -1.672 -0.248 0.522 -0.930
C 8.247 -2.777 -2.368 -0.190 0.460 0.522
C 1.469 -1.601 3.675 -0.300 -0.894 -0.945
C 1.201 -4.171 -2.313 -0.161 1.825 1.295
C -4.846 0.543 -1.661 1.440 -0.473 0.560
C 7.164 -3.177 -1.623 -1.297 1.406 0.556
C -0.550 0.134 -1.081 -0.589 0.590 -1.636
C -5.015 2.526 5.173 -1.580 2.250 -0.890
C -2.671 -1.248 3.790 -1.313 -0.236 -1.232
C 8.314 -1.496 -2.915 0.695 0.579 -0.914
C -1.561 -5.420 1.814 -0.232 1.003 0.600
C 2.493 -3.792 2.412 0.017 2.492 -0.431
C 2.423 -2.571 1.682 -1.012 -0.692 0.952
C 0.847 -3.792 -3.757 0.609 -1.236 -0.133
C 1.736 1.325 -2.688 1.492 0.559 -1.640
C 1.800 -1.478 2.315 1.483 -0.590 0.522
C -1.869 -4.767 3.182 -0.349 1.563 0.834
C 2.408 3.284 2.197 -0.662 0.488 0.683
C 4.051 2.740 0.544 0.178 -0.134 -1.102
C -6.354 -1.989 0.557 1.005 1.684 0.228
C -4.658 1.905 2.975 -0.123 1.241 -0.075
C -1.453 -1.395 -5.045 0.885 1.794 -0.292
C 1.439 -0.092 -2.324 -1.341 0.767 -0.885
C -2.534 -2.697 4.244 -0.690 0.448 -0.044
C 3.183 2.339 1.553 1.044 -0.935 0.467
C -5.737 3.517 6.081 0.573 -0.114 0.343
C 3.193 5.011 0.670 -0.901 -0.860 0.964
C 1.551 4.986 -3.086 -0.785 -1.293 -1.384
C 0.232 4.479 -1.207 0.533 1.069 0.803
C -1.220 4.296 -0.941 -0.729 -1.278 -0.777
C -4.702 -0.235 -2.984 -0.707 0.171 1.078
C 6.242 -0.939 -1.906 0.448 -0.428 -0.635
C -5.254 2.208 1.625 0.170 -0.065 -0.578
C -0.274 -2.330 -5.145 -0.184 -1.554 -0.990
C 4.014 4.070 0.086 0.874 -0.618 -0.344
C 6.144 -2.231 -1.372 0.517 -0.027 0.008
C -1.077 0.032 0.313 1.262 -1.229 1.968
C 7.308 -0.547 -2.759 -0.645 -0.039 0.363
C 1.521 -2.838 4.335 0.633 1.392 -0.550
C -6.252 -0.849 -0.508 3.813 -1.605 4.042
C 1.643 4.928 -4.751 2.206 0.678 2.647
C 2.377 4.607 1.733 1.399 -2.248 -0.587
C 2.099 -3.927 3.743 -0.089 -0.428 -1.101
H 1.238 -2.853 5.352 -0.319 -0.225 0.956
H 1.796 -0.517 1.812 -0.312 -0.118 0.051
H -1.176 -0.545 -4.323 -0.696 -1.245 -0.900
H -3.479 -1.141 3.016 0.502 -0.466 0.646
H -1.811 -0.872 3.268 0.780 0.126 0.188
H -4.545 0.434 -3.795 0.237 0.804 -0.685
H -2.351 -1.925 -4.726 0.104 0.184 0.049
H -3.883 -0.925 -2.965 0.575 -0.303 0.240
H 5.338 -2.524 -0.703 0.004 0.308 -0.316
H -5.609 -0.794 -3.232 0.038 0.129 0.287
H -1.839 5.002 -1.491 0.020 0.089 0.024
H 7.065 -4.125 -1.117 0.263 -0.187 -0.242
H 3.246 1.281 1.899 -0.296 1.038 -0.199
H 9.086 -3.425 -2.391 0.681 -0.481 -0.525
H -3.531 -3.022 4.594 0.638 -0.123 0.236
H 0.572 5.475 -0.824 -0.061 -0.886 -0.406
H 1.820 3.052 3.097 0.159 -0.062 -0.695
H 2.358 -0.592 -2.215 0.699 -0.977 0.538
H -4.605 1.661 0.878 -0.946 0.773 0.556
H -4.778 0.875 3.264 -0.536 -0.305 0.383
H -6.301 1.822 1.593 0.782 0.282 -0.175
H -2.986 -0.593 4.588 0.249 0.120 0.466
H 2.215 -4.868 4.251 -0.013 -0.128 0.005
H -3.994 1.159 -1.327 -0.001 -0.475 -0.794
H 9.203 -1.230 -3.519 -0.665 -0.179 0.438
H 0.810 3.687 -0.709 0.131 0.238 -0.340
H -1.504 3.270 -1.242 -0.068 0.431 -0.099
H 1.125 -0.765 4.237 -0.332 0.626 0.158
H 4.725 2.001 0.018 -0.953 1.016 0.797
H -5.692 1.200 -1.634 -0.633 0.115 -0.175
H 2.401 1.728 -1.916 -0.501 0.401 0.026
H 7.316 0.448 -3.283 0.023 -1.243 0.865
H -5.278 3.318 1.443 0.174 -1.156 0.004
H -0.455 -3.290 -5.667 -0.514 0.692 -0.219
H 0.790 -0.592 -3.024 0.074 -0.171 -0.530
H -1.762 -2.799 5.024 -0.325 -0.294 -0.395
H 0.862 1.922 -2.953 0.026 0.033 0.518
H 2.776 -2.568 0.645 -0.258 0.209 0.595
H 3.061 6.007 0.345 0.279 0.791 -0.594
H -1.623 -0.906 -6.048 0.040 -0.621 1.015
H 4.656 4.327 -0.762 -0.306 0.106 0.361
H -1.458 4.342 0.103 0.082 0.321 0.687
H 0.633 -1.977 -5.647 -0.169 0.559 0.340
H -3.600 2.091 3.065 0.484 0.190 -0.355
H 2.399 1.368 -3.622 -0.873 -0.360 1.111
```
Positions in Å, forces in eV/Å.

LUMO: -1.26 eV
E_tot: -4943.3854 Eh

---

2.
Molecular formula: C42H46Cl36NO3S3
Method: DFT, the ωB97M-V functional and the def2-TZVPD basis

The geometry in XYZ format:
```
131
Properties=species:S:1:pos:R:3:forces:R:3
Cl 0.580 -9.970 1.336 -0.143 -0.076 -0.072
Cl -1.728 -10.695 -4.802 0.149 0.230 -0.072
Cl -7.516 -0.279 0.437 0.058 -0.133 0.192
Cl -2.182 10.426 2.236 -0.196 -0.087 -0.124
Cl -2.165 -9.122 1.815 0.377 -0.563 0.199
Cl -2.882 5.870 -1.875 0.040 0.124 -0.096
Cl 2.436 6.789 -6.819 0.135 -0.242 0.308
Cl -6.546 8.600 -3.115 0.026 0.307 0.268
Cl -7.286 -0.017 3.329 -0.112 -0.527 -0.207
Cl -7.949 -11.577 0.784 0.071 0.170 0.132
Cl -6.137 -7.495 0.893 0.134 0.131 -0.158
Cl 11.576 0.631 1.448 -0.169 0.177 0.113
Cl -5.305 -1.551 1.844 -0.135 0.017 0.031
Cl -6.183 6.842 -5.842 0.097 -0.290 -0.018
Cl 4.481 4.747 -6.447 -0.146 0.076 0.176
Cl -1.283 -7.853 -4.347 0.030 -0.060 -0.072
Cl -0.399 6.002 -3.393 -0.182 0.205 0.141
Cl -6.950 -11.456 3.518 -0.044 0.139 -0.158
Cl -3.405 -6.935 0.054 -1.813 0.216 -0.886
Cl -4.778 -9.302 -0.944 -0.076 0.231 0.035
Cl -7.665 4.924 -4.227 0.221 0.125 0.004
Cl 10.320 3.131 0.637 -0.008 -0.098 0.172
Cl -9.231 -9.827 2.727 0.209 -0.022 -0.081
Cl -1.052 -9.003 -0.874 0.220 -0.263 0.053
Cl -4.927 4.342 -5.031 -0.051 0.124 0.080
Cl 0.986 -9.668 -4.553 -0.197 0.071 -0.097
Cl -4.663 5.377 3.696 0.075 -0.137 0.040
Cl -5.341 11.179 -2.499 -0.055 -0.206 -0.255
Cl 1.998 4.615 -4.930 0.111 -0.126 -0.166
Cl -4.422 11.645 0.829 0.115 -0.239 0.100
Cl -3.600 3.125 2.186 -0.546 0.865 0.200
Cl -6.068 2.826 3.704 0.488 0.372 -0.011
Cl -6.992 10.874 -4.879 0.188 -0.169 0.110
Cl -2.443 8.043 -3.764 0.113 -0.147 0.155
Cl 8.838 1.213 2.253 2.058 0.699 -0.559
Cl -3.006 9.394 -0.359 -0.077 0.004 0.107
S 3.253 -0.965 -3.180 -0.389 -0.264 -0.179
S -1.267 -1.190 -0.088 0.168 -0.078 0.771
S -2.316 0.699 2.095 1.946 -4.095 -1.141
O 2.070 4.124 -0.142 -2.284 2.427 -0.522
O 6.303 -0.676 -2.169 -5.797 -1.323 5.951
O 1.526 6.539 0.242 -1.549 -8.919 -0.466
N -1.059 -1.617 2.906 2.451 -0.168 -2.547
C 1.155 5.235 0.217 0.507 6.722 0.551
C 0.940 -0.056 6.327 0.985 0.482 -3.620
C 2.301 2.065 -1.556 0.684 0.037 -0.180
C -4.483 3.616 3.642 -0.173 0.113 0.186
C -0.657 -9.320 -5.119 0.020 -0.178 -0.087
C -3.554 10.135 1.154 -0.053 0.061 0.158
C 5.913 -0.932 0.427 0.466 -0.626 3.006
C 6.747 0.158 2.885 -2.072 -3.348 -1.165
C -7.698 -10.539 2.198 0.046 0.012 0.002
C 2.322 0.836 4.049 -3.000 -2.254 1.563
C -1.677 6.944 -2.605 -0.079 0.122 0.106
C 0.997 -3.527 2.794 -2.168 -2.333 -1.613
C 5.904 -2.437 1.140 0.775 2.727 2.471
C -1.551 -4.129 1.790 2.701 -0.524 0.467
C 1.490 -5.070 2.382 -3.658 0.696 -1.056
C -0.427 4.959 0.679 1.287 -1.335 -0.408
C -0.162 -0.865 5.377 2.943 1.999 -1.499
C -1.056 -5.629 1.346 2.873 2.367 1.704
C -1.057 -9.885 0.662 -0.145 -0.064 0.018
C 1.369 -1.272 -3.151 -1.685 -0.959 0.083
C 1.215 0.036 3.106 0.018 -0.128 3.526
C -1.515 -0.791 1.725 -0.196 2.213 1.767
C -4.966 -7.616 -0.432 -0.149 -0.202 -0.216
C 6.310 -2.670 2.711 -0.082 4.183 -2.370
C -0.061 -0.842 3.737 3.242 2.324 3.688
C -7.010 -1.077 1.936 -0.184 -0.026 0.003
C 10.433 1.904 1.910 0.435 0.184 0.033
C -0.561 -2.990 2.512 2.299 -5.118 -0.944
C 0.890 -2.178 -1.856 -0.922 -0.471 -0.246
C -6.070 5.615 -4.569 -0.036 0.070 0.005
C 3.829 -1.252 -1.421 0.931 0.948 2.178
C 3.436 0.818 -3.724 -0.305 2.891 -0.208
C 0.499 -6.142 1.635 -1.065 4.862 1.552
C 3.203 5.689 -5.660 0.191 0.384 -0.255
C 2.204 0.793 5.693 -3.046 -2.186 -3.034
C 0.555 -1.304 -0.508 2.041 -0.055 0.970
C 3.675 1.890 -2.492 -0.663 1.006 -0.234
C 1.783 3.632 -1.504 -1.100 -0.674 -0.075
C -5.841 10.077 -3.793 0.070 0.141 -0.084
C 6.336 0.404 1.284 -0.717 -4.288 1.573
C 6.747 -1.343 3.587 -1.360 0.021 -3.758
C 5.441 -0.912 -1.177 4.113 0.966 -3.009
H 3.019 1.355 6.342 -2.096 -1.391 -1.428
H -1.009 4.590 -0.267 1.011 0.736 1.858
H 0.752 -0.264 -3.232 1.574 -2.075 0.260
H -7.021 -9.729 1.915 -0.256 -0.357 0.099
H -2.667 -3.775 1.572 2.662 -1.027 0.474
H -0.621 -9.153 -6.198 -0.020 -0.045 0.389
H 1.121 -1.801 0.410 -1.192 1.007 -1.851
H -4.956 9.801 -4.372 -0.316 0.062 0.189
H -4.241 9.442 1.647 0.236 0.235 -0.198
H 7.012 -1.529 4.733 -0.569 0.776 -2.844
H -1.223 7.543 -1.811 -0.106 -0.200 -0.231
H 2.396 1.126 -4.220 2.113 -1.005 1.120
H 1.657 -3.061 -1.633 -1.690 2.035 -0.483
H 1.417 1.431 -2.000 1.808 1.148 0.917
H 4.631 1.682 -1.848 -1.911 0.147 -1.360
H 0.607 3.674 -1.658 2.400 -0.271 0.213
H 7.046 1.094 3.560 -1.249 -2.478 -1.577
H 6.315 1.493 0.801 0.138 -2.746 1.225
H 4.238 0.984 -4.592 -1.500 -1.065 2.178
H 6.263 -3.768 3.156 0.196 2.738 -0.988
H 3.239 -0.522 -0.710 1.135 -1.580 -1.328
H -5.345 -7.039 -1.279 0.117 -0.196 0.307
H -1.805 -6.382 0.801 2.776 2.360 1.922
H -0.113 -2.721 -2.199 2.166 1.174 0.649
H -0.381 4.063 1.443 -0.280 1.820 -1.438
H 5.565 -3.370 0.519 0.797 2.033 1.210
H 0.951 -0.205 -0.626 -0.746 -2.132 0.209
H 3.657 6.288 -4.866 -0.179 -0.221 -0.241
H 10.803 2.385 2.820 -0.086 -0.144 -0.330
H -0.994 -1.460 5.946 1.710 1.255 -1.443
H -0.929 5.913 1.141 1.384 -1.882 -1.062
H 2.592 1.663 -0.473 -1.038 1.121 -2.180
H 2.242 4.317 -2.342 -0.586 -1.406 1.879
H 2.599 -5.415 2.637 -2.665 0.993 -0.561
H 0.854 -0.059 7.507 -0.003 -0.164 -2.835
H 3.836 2.968 -2.980 -0.163 -2.549 0.749
H -3.907 3.301 4.516 -0.167 0.090 -0.322
H 0.922 -7.194 1.345 -1.176 2.263 0.596
H -5.700 6.096 -3.659 -0.086 -0.153 -0.325
H 3.221 1.407 3.513 -2.273 -1.417 1.303
H -1.404 -10.904 0.473 0.132 0.354 0.062
H 1.816 -2.855 3.290 -1.961 -1.291 -0.949
H 3.668 -2.370 -1.052 0.129 2.370 -1.186
H 1.142 -1.936 -4.113 0.806 1.631 1.962
H -7.612 -1.979 2.066 0.223 0.317 -0.050
H 1.372 0.087 1.947 -0.476 -0.104 2.442
```
Positions in Å, forces in eV/Å.

LUMO: -3.19 eV
E_tot: -19668.3898 Eh
total charge: +1

---

The E_HOMO results, record by record, are as follows: -10.11; -10.07 eV.